(1)
{"formula": "C60H55FIN4O8P", "method": "wB97M-V/def2-TZVPD", "e_homo_ev": -8.0, "spin_multiplicity": 1, "elements": ["C", "C", "P", "C", "C", "C", "C", "C", "C", "C", "F", "C", "I", "C", "C", "C", "O", "C", "C", "C", "C", "N", "N", "N", "C", "O", "C", "C", "C", "O", "C", "N", "C", "C", "C", "C", "C", "C", "C", "C", "C", "C", "O", "H", "H", "H", "H", "H", "H", "H", "H", "H", "H", "H", "H", "H", "H", "H", "H", "H", "H", "H", "H", "H", "H", "H", "H", "H", "H", "H", "H", "H", "H", "H", "H", "H", "H", "H", "H", "H", "H", "H", "C", "C", "C", "C", "C", "C", "C", "O", "C", "C", "C", "C", "C", "C", "C", "O", "H", "H", "H", "H", "H", "H", "H", "H", "C", "C", "C", "C", "C", "C", "C", "O", "C", "C", "C", "C", "C", "C", "C", "O", "H", "H", "H", "H", "H", "H", "H", "H"], "positions_angstrom": [[-6.41, 4.56, 1.41], [-6.56, 4.86, -0.21], [-4.91, 5.38, -1.05], [-5.09, 7.25, -1.40], [-3.53, 4.99, 0.21], [-2.83, 6.13, 1.17], [-1.64, 5.84, 2.28], [-1.10, 7.12, 3.15], [-0.55, 8.28, 2.09], [1.11, 8.21, 2.19], [-1.08, 9.59, 2.53], [-1.11, 4.28, 2.41], [0.52, 3.89, 3.84], [-1.77, 3.08, 1.50], [-2.99, 3.44, 0.40], [-3.65, 2.19, -0.47], [-4.96, 2.07, -0.75], [-2.59, 1.01, -0.97], [-2.73, 0.23, -2.42], [-3.92, 0.54, -3.51], [-3.69, 1.86, -4.45], [-5.06, 2.17, -5.09], [-3.28, 3.11, -3.70], [-2.77, 1.51, -5.62], [-1.60, -0.94, -2.75], [-1.74, -1.62, -4.07], [-0.38, -1.35, -1.68], [0.60, -2.57, -2.17], [2.18, -2.15, -2.36], [2.82, -3.28, -3.12], [2.43, -0.81, -3.27], [3.94, -0.50, -3.13], [-0.31, -0.55, -0.26], [0.83, -0.92, 0.87], [0.09, -1.96, 1.95], [0.77, -2.13, 3.47], [0.11, -3.10, 4.65], [-1.28, -3.91, 4.27], [-1.99, -3.78, 2.78], [-1.29, -2.79, 1.63], [-1.39, 0.64, 0.14], [-1.35, 1.48, 1.58], [-1.05, 0.94, 2.76], [-7.50, 4.44, 1.90], [-5.93, 5.49, 1.99], [-5.84, 3.56, 1.64], [-6.92, 3.85, -0.74], [-7.42, 5.66, -0.37], [-5.75, 7.35, -2.39], [-4.07, 7.81, -1.56], [-5.75, 7.72, -0.53], [-3.22, 7.23, 1.06], [-1.99, 7.64, 3.73], [-0.26, 6.87, 3.93], [-0.81, 8.05, 0.97], [1.40, 7.07, 2.04], [1.37, 8.47, 3.31], [1.63, 8.92, 1.41], [-4.97, 0.69, -2.97], [-4.07, -0.38, -4.23], [-5.71, 2.58, -4.38], [-4.90, 2.88, -5.86], [-3.93, 3.88, -4.02], [-2.32, 3.37, -4.03], [-2.50, 2.40, -6.10], [-1.96, 0.99, -5.23], [-1.08, -1.11, -4.66], [0.52, -3.42, -1.36], [0.26, -3.07, -3.20], [2.79, -2.05, -1.37], [2.48, -4.12, -2.66], [2.30, -1.14, -4.40], [1.79, 0.12, -2.96], [4.22, 0.25, -3.80], [4.18, -0.26, -2.14], [1.76, -1.50, 0.47], [1.16, 0.09, 1.38], [1.76, -1.56, 3.77], [0.58, -3.19, 5.72], [-1.75, -4.57, 5.14], [-3.00, -4.36, 2.56], [-1.85, -2.71, 0.61], [5.92, 4.26, -10.16], [6.37, 3.53, -11.26], [6.74, 2.20, -11.12], [6.68, 1.59, -9.86], [6.26, 2.32, -8.75], [5.87, 3.65, -8.90], [6.24, 1.70, -7.41], [5.87, 2.34, -6.43], [6.69, 0.30, -7.26], [6.73, -0.28, -5.98], [7.14, -1.61, -5.83], [7.50, -2.36, -6.95], [7.46, -1.78, -8.22], [7.07, -0.45, -8.37], [7.07, 0.17, -9.72], [7.38, -0.49, -10.70], [5.62, 5.30, -10.27], [6.42, 4.01, -12.24], [7.08, 1.64, -11.98], [5.53, 4.23, -8.04], [6.45, 0.30, -5.10], [7.18, -2.06, -4.84], [7.81, -3.40, -6.84], [7.75, -2.37, -9.09], [-0.39, -10.29, 7.54], [-0.66, -10.99, 8.71], [-1.02, -10.31, 9.87], [-1.09, -8.91, 9.87], [-0.79, -8.20, 8.70], [-0.45, -8.90, 7.53], [-0.81, -6.73, 8.70], [-0.55, -6.10, 7.67], [-1.14, -6.01, 9.94], [-1.11, -4.61, 9.97], [-1.43, -3.92, 11.14], [-1.79, -4.63, 12.29], [-1.82, -6.02, 12.27], [-1.48, -6.71, 11.10], [-1.48, -8.19, 11.09], [-1.79, -8.81, 12.10], [-0.12, -10.83, 6.63], [-0.60, -12.08, 8.72], [-1.24, -10.86, 10.78], [-0.23, -8.35, 6.61], [-0.83, -4.05, 9.08], [-1.40, -2.83, 11.16], [-2.05, -4.09, 13.20], [-2.10, -6.57, 13.17]], "mulliken_charge": [-0.75, -0.52, 0.30, -1.10, 0.14, -0.33, 0.55, -0.62, 0.32, -0.99, -0.37, -1.17, 0.02, 0.60, -0.16, 0.10, -0.52, 0.04, 0.33, -1.13, 0.64, -0.77, -0.41, -0.65, -0.66, -0.56, 0.91, -1.19, 0.43, -0.56, -0.46, -0.47, -0.12, -0.56, 0.44, -0.52, -0.33, -0.28, -0.52, -0.12, 0.50, 0.28, -0.46, 0.33, 0.18, 0.18, 0.24, 0.43, 0.33, 0.32, 0.32, 0.37, 0.25, 0.31, 0.29, 0.23, 0.29, 0.31, 0.27, 0.31, 0.32, 0.28, 0.23, 0.22, 0.31, 0.24, 0.33, 0.39, 0.31, 0.04, 0.34, 0.29, 0.21, 0.22, 0.19, 0.20, 0.38, 0.21, 0.29, 0.27, 0.26, 0.22, -0.45, -0.45, -0.55, 0.21, 0.20, -0.54, 0.58, -0.68, 0.25, -0.55, -0.55, -0.46, -0.57, 0.24, 0.58, -0.67, 0.39, 0.39, 0.45, 0.45, 0.48, 0.40, 0.40, 0.46, -0.48, -0.45, -0.56, 0.27, 0.16, -0.57, 0.57, -0.69, 0.21, -0.49, -0.55, -0.43, -0.59, 0.29, 0.55, -0.68, 0.39, 0.39, 0.45, 0.48, 0.52, 0.39, 0.39, 0.45]}

(2)
{"formula": "C60H56B2ClN4O6P2SSc", "method": "wB97M-V/def2-TZVPD", "e_homo_ev": -7.4, "spin_multiplicity": 1, "elements": ["Sc", "O", "S", "O", "O", "C", "C", "C", "C", "C", "C", "P", "C", "C", "C", "C", "C", "C", "C", "C", "C", "C", "C", "C", "H", "H", "H", "H", "H", "H", "H", "H", "H", "H", "H", "H", "H", "H", "Cl", "C", "C", "C", "C", "C", "C", "P", "C", "C", "C", "C", "C", "C", "C", "C", "C", "C", "C", "C", "H", "H", "H", "H", "H", "H", "H", "H", "H", "H", "H", "H", "H", "H", "B", "N", "C", "C", "C", "N", "N", "C", "C", "C", "N", "H", "H", "H", "H", "H", "H", "H", "H", "C", "C", "C", "C", "C", "C", "C", "C", "O", "B", "O", "C", "C", "H", "H", "H", "H", "H", "H", "H", "H", "H", "H", "H", "H", "C", "C", "O", "C", "C", "C", "C", "C", "C", "H", "H", "H", "H", "H", "H", "H", "H"], "positions_angstrom": [[-0.22, 0.17, 0.94], [-0.16, -3.51, 3.14], [0.56, -2.49, 2.44], [0.89, -2.73, 1.05], [-0.13, -1.15, 2.54], [2.09, -2.21, 3.27], [2.41, -2.99, 4.37], [3.66, -2.86, 4.96], [4.58, -1.97, 4.44], [4.25, -1.19, 3.34], [3.00, -1.28, 2.75], [2.58, -0.20, 1.30], [3.83, -0.76, 0.11], [5.11, -0.22, 0.08], [6.04, -0.68, -0.85], [5.68, -1.68, -1.75], [4.40, -2.22, -1.71], [3.47, -1.76, -0.79], [3.02, 1.44, 1.94], [3.11, 2.49, 1.12], [3.05, 3.87, 1.62], [2.86, 4.15, 2.91], [2.69, 3.08, 3.94], [2.70, 1.63, 3.39], [1.68, -3.70, 4.73], [3.91, -3.47, 5.82], [5.56, -1.89, 4.88], [4.98, -0.50, 2.95], [5.38, 0.58, 0.75], [7.03, -0.26, -0.88], [6.39, -2.04, -2.47], [4.11, -3.00, -2.41], [2.46, -2.17, -0.77], [3.16, 2.34, 0.04], [3.18, 4.67, 0.90], [2.84, 5.18, 3.24], [3.41, 3.24, 4.75], [3.28, 0.97, 4.03], [-3.60, 1.36, -0.54], [-4.72, 1.30, 0.78], [-5.99, 1.84, 0.56], [-6.95, 1.76, 1.55], [-6.65, 1.14, 2.76], [-5.38, 0.62, 2.96], [-4.39, 0.70, 1.98], [-2.75, -0.06, 2.30], [-2.47, 0.28, 4.07], [-2.80, 1.54, 4.58], [-2.45, 1.89, 5.88], [-1.77, 0.99, 6.68], [-1.45, -0.27, 6.19], [-1.79, -0.62, 4.89], [-3.24, -1.82, 2.15], [-3.57, -2.66, 3.20], [-3.92, -3.98, 2.96], [-3.93, -4.48, 1.66], [-3.61, -3.64, 0.60], [-3.27, -2.32, 0.85], [-6.21, 2.30, -0.39], [-7.93, 2.18, 1.38], [-7.40, 1.06, 3.53], [-5.15, 0.13, 3.90], [-3.32, 2.25, 3.96], [-2.70, 2.87, 6.25], [-1.50, 1.26, 7.70], [-0.92, -0.98, 6.81], [-1.51, -1.59, 4.52], [-3.58, -2.29, 4.22], [-4.16, -4.63, 3.79], [-4.17, -5.51, 1.48], [-3.62, -4.01, -0.41], [-3.03, -1.66, 0.01], [-1.45, 3.39, 1.89], [-0.30, 2.90, 2.84], [0.16, 3.59, 3.82], [1.25, 2.84, 4.50], [1.18, 1.47, 3.75], [0.22, 1.66, 2.67], [-0.90, 3.33, 0.45], [-0.86, 4.31, -0.45], [-0.42, 3.79, -1.66], [-0.22, 2.44, -1.38], [-0.50, 2.18, -0.10], [-1.73, 4.53, 2.16], [-2.37, 2.62, 2.00], [-0.24, 4.56, 4.03], [1.17, 2.83, 5.59], [0.94, 0.57, 4.32], [-1.17, 5.31, -0.18], [-0.29, 4.31, -2.59], [0.09, 1.65, -2.03], [-3.74, -1.19, -6.84], [-2.89, -2.43, -6.59], [-3.81, -3.66, -6.62], [-1.86, -2.54, -7.72], [-2.17, -2.37, -5.24], [-1.33, -3.42, -4.86], [-0.65, -3.45, -3.65], [-0.82, -2.37, -2.82], [-0.27, -2.12, -1.59], [-0.78, -0.87, -1.15], [-1.63, -0.38, -2.17], [-1.64, -1.32, -3.17], [-2.33, -1.29, -4.37], [-4.23, -1.27, -7.82], [-3.14, -0.28, -6.85], [-4.53, -1.07, -6.09], [-4.35, -3.71, -7.57], [-4.55, -3.61, -5.81], [-3.25, -4.58, -6.50], [-2.37, -2.56, -8.69], [-1.27, -3.45, -7.63], [-1.18, -1.70, -7.71], [-1.21, -4.26, -5.54], [-0.01, -4.27, -3.38], [-2.96, -0.44, -4.60], [1.70, 0.03, -3.95], [2.58, 0.83, -3.03], [2.38, 0.83, -1.83], [3.71, 1.62, -3.61], [3.86, 1.79, -4.98], [4.91, 2.53, -5.49], [5.83, 3.10, -4.62], [5.69, 2.94, -3.25], [4.63, 2.20, -2.74], [1.02, -0.57, -3.36], [2.30, -0.63, -4.59], [1.12, 0.69, -4.61], [3.15, 1.34, -5.66], [5.02, 2.66, -6.55], [6.66, 3.68, -5.01], [6.41, 3.38, -2.57], [4.52, 2.05, -1.68]], "mulliken_charge": [-0.38, -0.79, 1.30, -0.66, -1.31, 0.30, -0.52, -0.81, -0.72, -0.22, -0.43, 1.43, 1.48, -0.49, -0.88, -0.67, -0.73, -0.65, -0.53, 0.02, -0.92, -0.92, -0.42, -0.92, 0.63, 0.42, 0.44, 0.45, 0.38, 0.46, 0.40, 0.48, 0.36, 0.36, 0.49, 0.45, 0.42, 0.56, -0.19, 1.07, -0.67, -0.61, -0.89, -0.63, -0.09, 1.85, 0.21, -0.53, -0.78, -0.73, -0.96, -0.19, 0.92, -0.37, -0.79, -0.69, -0.62, -0.03, 0.52, 0.39, 0.44, 0.42, 0.33, 0.47, 0.41, 0.48, 0.16, 0.43, 0.44, 0.38, 0.51, 0.05, 0.50, -0.83, -1.19, 0.56, -1.50, 1.77, -0.53, -0.31, -1.73, -0.88, 1.85, -0.22, -0.23, 0.38, 0.53, 0.54, 0.52, 0.54, 0.30, -2.04, 1.86, -1.65, -1.61, 0.57, -0.28, -2.41, 0.70, -0.27, 1.66, -0.24, 0.22, -0.42, 0.43, 0.39, 0.38, 0.45, 0.36, 0.33, 0.45, 0.32, 0.34, 0.41, 0.55, 0.63, -1.23, 0.39, 0.36, 0.58, -0.51, -0.91, -0.42, -1.14, 0.28, -0.43, 0.67, 0.48, 0.43, 0.42, 0.41, 0.42, 0.42]}

(3)
{"formula": "C60H70ClN10", "method": "wB97M-V/def2-TZVPD", "e_homo_ev": -18.4, "total_charge": 9, "spin_multiplicity": 1, "elements": ["C", "N", "C", "C", "C", "C", "C", "C", "C", "C", "N", "C", "C", "C", "H", "H", "H", "H", "H", "H", "H", "H", "H", "H", "H", "H", "H", "H", "C", "N", "C", "C", "C", "C", "C", "C", "C", "C", "N", "C", "C", "C", "H", "H", "H", "H", "H", "H", "H", "H", "H", "H", "H", "H", "H", "H", "C", "N", "C", "C", "C", "C", "C", "C", "C", "C", "N", "C", "C", "C", "H", "H", "H", "H", "H", "H", "H", "H", "H", "H", "H", "H", "H", "H", "C", "N", "C", "C", "C", "C", "C", "C", "C", "C", "N", "C", "C", "C", "H", "H", "H", "H", "H", "H", "H", "H", "H", "H", "H", "H", "H", "H", "C", "N", "C", "C", "C", "C", "C", "C", "C", "C", "N", "C", "C", "C", "H", "H", "H", "H", "H", "H", "H", "H", "H", "H", "H", "H", "H", "H", "Cl"], "positions_angstrom": [[3.67, 1.41, 5.46], [3.18, 2.04, 6.73], [4.08, 2.67, 7.50], [3.72, 3.22, 8.74], [2.35, 3.19, 9.09], [1.38, 2.69, 8.17], [1.85, 2.02, 7.00], [1.96, 3.85, 10.39], [2.37, 5.13, 10.80], [2.07, 5.63, 12.07], [1.24, 4.93, 12.88], [0.81, 3.65, 12.52], [1.16, 3.09, 11.31], [0.88, 5.60, 14.11], [2.85, 0.88, 4.97], [4.50, 0.74, 5.67], [4.04, 2.27, 4.90], [5.13, 2.56, 7.24], [4.41, 3.68, 9.42], [0.33, 2.80, 8.39], [1.12, 1.64, 6.29], [2.98, 5.72, 10.12], [2.39, 6.59, 12.43], [0.24, 3.12, 13.27], [0.81, 2.09, 11.11], [1.77, 5.96, 14.62], [0.42, 4.93, 14.84], [0.07, 6.30, 13.89], [-0.44, 5.51, 1.57], [-1.11, 6.09, 2.84], [-0.36, 7.06, 3.51], [-0.87, 7.61, 4.67], [-2.12, 7.18, 5.17], [-2.87, 6.25, 4.47], [-2.36, 5.71, 3.25], [-2.65, 7.86, 6.34], [-2.42, 9.22, 6.59], [-2.89, 9.86, 7.73], [-3.55, 9.18, 8.67], [-3.66, 7.77, 8.54], [-3.28, 7.09, 7.32], [-4.18, 9.81, 9.83], [0.54, 5.12, 1.86], [-0.37, 6.34, 0.87], [-1.16, 4.77, 1.22], [0.60, 7.16, 3.03], [-0.28, 8.30, 5.26], [-3.88, 6.09, 4.82], [-2.84, 4.94, 2.66], [-2.05, 9.90, 5.84], [-2.74, 10.90, 8.00], [-4.21, 7.17, 9.25], [-3.57, 6.07, 7.15], [-4.13, 9.17, 10.72], [-5.24, 9.96, 9.67], [-3.80, 10.82, 9.97], [7.78, -0.15, -5.08], [7.06, -1.47, -5.17], [6.61, -2.02, -4.03], [6.07, -3.31, -4.03], [5.94, -4.02, -5.21], [6.43, -3.43, -6.38], [6.98, -2.15, -6.32], [5.38, -5.36, -5.18], [5.77, -6.35, -6.09], [5.21, -7.62, -6.04], [4.09, -7.86, -5.29], [3.69, -7.01, -4.36], [4.37, -5.76, -4.24], [3.46, -9.24, -5.38], [7.89, 0.21, -4.06], [7.24, 0.59, -5.67], [8.79, -0.26, -5.48], [6.76, -1.41, -3.15], [5.74, -3.76, -3.10], [6.40, -3.91, -7.34], [7.44, -1.54, -7.09], [6.41, -6.14, -6.93], [5.62, -8.40, -6.67], [2.83, -7.30, -3.78], [3.92, -5.15, -3.48], [2.38, -9.22, -5.35], [3.98, -10.00, -4.79], [3.63, -9.65, -6.38], [-5.70, -2.52, -3.24], [-6.26, -3.67, -2.56], [-5.97, -3.87, -1.26], [-6.55, -4.95, -0.63], [-7.47, -5.79, -1.30], [-7.68, -5.56, -2.68], [-7.07, -4.52, -3.29], [-8.16, -6.89, -0.60], [-8.71, -6.61, 0.67], [-9.33, -7.58, 1.47], [-9.37, -8.90, 0.98], [-8.85, -9.19, -0.22], [-8.28, -8.21, -1.03], [-9.99, -9.99, 1.71], [-6.54, -2.17, -3.84], [-4.91, -2.85, -3.93], [-5.29, -1.78, -2.56], [-5.20, -3.31, -0.75], [-6.25, -5.18, 0.38], [-8.39, -6.20, -3.19], [-7.42, -4.20, -4.26], [-8.61, -5.62, 1.07], [-9.85, -7.41, 2.41], [-8.99, -10.23, -0.49], [-7.96, -8.49, -2.02], [-10.98, -10.13, 1.27], [-10.16, -9.78, 2.77], [-9.37, -10.89, 1.67], [0.55, -4.72, -9.99], [1.18, -3.41, -9.79], [1.92, -2.85, -10.77], [2.39, -1.56, -10.58], [2.17, -0.82, -9.44], [1.42, -1.42, -8.47], [0.94, -2.76, -8.61], [2.60, 0.64, -9.19], [2.48, 1.37, -7.99], [2.78, 2.71, -7.99], [3.53, 3.29, -9.03], [3.77, 2.54, -10.12], [3.30, 1.24, -10.18], [3.76, 4.72, -9.04], [1.11, -5.42, -9.37], [0.73, -4.96, -11.04], [-0.53, -4.72, -9.84], [2.12, -3.43, -11.66], [2.83, -1.14, -11.48], [1.27, -0.91, -7.53], [0.24, -3.18, -7.90], [2.08, 0.91, -7.10], [2.50, 3.43, -7.24], [4.44, 2.94, -10.87], [3.63, 0.76, -11.09], [3.41, 5.09, -8.08], [3.29, 5.16, -9.93], [4.84, 4.75, -9.11], [0.81, -1.40, -1.78]], "mulliken_charge": [-0.89, 0.01, -0.31, -0.64, 0.66, -0.69, -0.11, 0.61, -0.70, -0.22, 0.02, -0.25, -0.70, -0.96, 0.30, 0.35, 0.40, 0.46, 0.60, 0.52, 0.39, 0.57, 0.51, 0.45, 0.50, 0.42, 0.35, 0.36, -0.82, -0.05, -0.40, -0.74, 1.00, -0.69, -0.18, 0.87, -0.73, -0.22, 0.03, -0.43, -0.66, -0.79, 0.35, 0.39, 0.26, 0.50, 0.57, 0.51, 0.41, 0.51, 0.43, 0.42, 0.45, 0.33, 0.39, 0.30, -0.86, -0.02, -0.26, -0.73, 1.32, -0.74, -0.45, 0.98, -0.76, -0.30, 0.08, -0.31, -0.77, -0.98, 0.30, 0.34, 0.40, 0.38, 0.48, 0.44, 0.59, 0.36, 0.45, 0.48, 0.42, 0.37, 0.38, 0.38, -0.92, 0.08, -0.07, -0.71, 0.71, -0.61, -0.29, 0.71, -0.75, -0.29, -0.02, -0.21, -0.64, -0.91, 0.35, 0.34, 0.36, 0.43, 0.52, 0.52, 0.37, 0.52, 0.45, 0.49, 0.49, 0.40, 0.33, 0.37, -0.92, 0.05, -0.37, -0.55, 1.35, -0.77, -0.49, 1.28, -0.69, -0.36, 0.06, -0.59, -0.51, -0.79, 0.37, 0.30, 0.38, 0.44, 0.37, 0.34, 0.48, 0.47, 0.41, 0.48, 0.26, 0.26, 0.36, 0.39, -0.99]}

These records have HOMO-LUMO gap values of 0.2358; 0.2813; 0.1126 Ha, in the order they appear.
These records have lowest unoccupied orbital energy values of -1.6; 0.2; -15.3 eV, in the order they appear.